This record from the OMol25 dataset describes a structure of composition C3H8Se in a non-equilibrium geometry. The level of theory is ωB97M-V with the def2-TZVPD basis set.

The geometry in ORCA input format:
```
! wB97M-V def2-TZVPD RIJCOSX def2/J DEFGRID3
* xyz 0 3
C -1.26 0.84 0.23
C 1.96 -0.97 0.65
C -0.42 0.61 -1.02
Se 1.48 1.01 -0.73
H -2.09 1.34 -0.12
H -1.49 0.02 0.82
H -0.81 1.73 0.89
H 2.83 -1.21 0.02
H 2.16 -0.44 1.58
H 1.07 -1.56 0.49
H -0.69 1.51 -1.66
H -0.54 -0.38 -1.51
*
```

Calculated values
HOMO (spin up / spin down): -0.20921 / -0.32591 hartree
Energy above the lowest of the compared OMol25 structures with the same formula, charge and spin: 0.000 eV
LUMO level (spin up / spin down): 0.914 / -1.926 eV
⟨S²⟩: 2.01